Entry from OMol25: a structure of composition C18H51CuN3O10P in a non-equilibrium geometry (ωB97M-V/def2-TZVPD).

Last column: Mulliken spin population.
Cartesian coordinates (Å):
C  3.764  -1.651  -1.822  -0.0001
C  -3.814  0.546  0.767  -0.0129
H  -1.441  -4.705  1.221  0.0000
H  -3.866  1.234  -0.076  0.0014
H  -0.892  -1.330  1.552  0.0004
N  1.354  -1.866  -1.562  -0.0045
H  -1.953  -0.279  3.428  0.0001
O  0.181  -3.717  0.489  0.0006
H  -1.708  2.291  -0.686  -0.0028
H  1.497  -5.576  1.892  0.0000
H  -1.849  3.935  -0.038  0.0000
H  -0.161  -2.392  3.893  0.0000
H  0.409  3.627  -0.531  -0.0001
H  0.317  2.514  -4.004  -0.0002
H  2.151  -1.327  -4.142  0.0007
H  1.153  -0.027  -3.426  -0.0042
C  1.995  5.379  0.965  0.0000
C  2.150  -3.453  4.128  0.0000
H  0.079  -6.282  2.600  0.0000
H  2.173  -3.326  5.210  0.0000
H  0.778  -1.237  4.858  0.0000
H  4.129  1.482  -5.281  0.0000
H  -0.464  2.014  -2.501  0.0006
H  -3.673  1.960  2.412  -0.0001
Cu  -0.435  -0.421  -0.839  0.0075
H  -0.533  -3.246  0.051  -0.0047
N  0.725  1.795  0.178  -0.0014
N  0.007  -0.876  1.619  -0.0013
H  -4.415  -0.904  -0.421  -0.0046
C  2.412  -1.016  -1.991  -0.0004
H  -1.921  2.546  1.047  0.0003
C  -4.332  1.180  2.030  0.0000
C  -0.404  -4.509  1.493  -0.0001
C  3.165  0.992  -5.143  -0.0001
H  -1.231  4.383  -2.954  0.0000
H  -4.421  0.533  2.902  0.0000
C  0.448  -5.799  1.695  0.0001
O  3.101  0.541  -3.779  -0.0002
H  0.409  2.965  2.529  0.0000
H  1.313  6.211  1.140  0.0000
C  0.253  -0.376  2.955  0.0003
H  0.693  -1.591  1.426  -0.0001
H  -0.973  0.702  4.389  0.0000
C  0.633  -1.646  3.859  0.0000
O  -4.602  -0.554  0.454  0.0020
O  -2.420  -3.068  -2.816  0.5807
H  -2.549  3.310  -3.135  0.0002
H  4.518  -0.864  -1.820  -0.0001
H  -1.205  1.261  2.836  -0.0001
H  -2.793  0.176  0.867  0.0083
H  1.127  -2.467  -2.341  0.0030
H  1.070  0.343  2.894  0.0000
C  0.464  3.664  1.694  0.0001
O  -1.244  1.210  -4.152  0.0004
H  0.431  1.295  1.004  0.0002
H  -1.436  0.540  -3.492  -0.0075
C  2.146  -0.476  -3.461  0.0028
H  3.051  5.601  1.115  0.0000
H  3.940  -2.372  -2.620  0.0000
H  3.150  -3.724  3.789  0.0000
H  -0.220  4.481  1.921  0.0000
H  2.377  -0.149  -1.331  0.0001
H  -0.402  -3.911  2.404  0.0001
H  1.428  -4.255  3.972  0.0000
C  0.078  3.038  0.324  0.0003
O  1.872  -2.192  3.436  0.0000
C  -1.613  3.602  -3.611  -0.0002
H  -5.313  1.629  1.876  0.0001
H  3.053  0.217  -5.900  0.0000
C  -0.647  2.368  -3.516  -0.0010
C  -1.445  2.940  0.150  0.0001
C  -1.047  0.324  3.370  -0.0002
H  0.322  -6.500  0.869  0.0000
P  -2.528  -1.999  -1.751  -0.0657
O  -3.983  -1.645  -1.909  0.2796
H  2.314  1.670  -5.200  0.0000
H  1.544  -2.598  -0.892  -0.0015
H  3.912  -2.141  -0.859  0.0001
H  1.713  1.907  0.355  0.0000
H  -1.746  3.797  -4.675  0.0000
O  1.766  4.212  1.725  0.0000
O  -1.948  -0.846  -2.609  0.2380
H  1.882  5.156  -0.096  0.0000
O  -1.818  -2.257  -0.395  -0.0137

Force components x, y, z for each atom (eV/Å):
C 0.821 0.313 -0.173
C -0.196 -0.755 -0.389
H -0.050 -0.346 0.125
H 0.293 0.509 0.043
H -0.316 -0.186 -0.049
N -1.955 -0.742 -0.834
H 0.147 -0.254 -0.726
O 1.206 -0.677 0.181
H 0.074 -0.014 0.012
H 0.008 0.160 -0.357
H -0.087 0.012 0.024
H -0.192 0.045 -0.301
H 0.217 0.632 0.266
H 0.088 0.482 0.001
H 0.165 -0.010 -0.352
H -0.316 -0.140 -0.315
C 0.187 -0.915 -0.789
C 0.323 1.266 -0.385
H -0.081 -0.256 0.093
H 0.117 0.412 0.191
H -0.101 -0.167 0.547
H -0.185 0.132 0.092
H 0.225 0.698 0.410
H 0.155 0.353 -0.302
Cu 0.007 -0.510 -0.328
H -1.018 0.778 -0.733
N 0.151 -2.027 0.261
N 0.445 0.107 -1.001
H 0.299 -0.494 -1.146
C 1.020 1.266 -0.147
H -0.075 -0.079 0.010
C 0.009 0.621 0.655
C 1.075 -0.379 -0.287
C -0.929 -0.087 1.267
H 0.215 0.563 -0.627
H -0.044 -0.629 -0.323
C -1.145 0.681 0.431
O 0.781 -1.084 -0.112
H -0.015 -0.329 -0.233
H 0.009 0.102 0.654
C -1.273 -1.988 0.026
H 0.107 -0.289 -0.380
H 0.315 -0.060 0.413
C 0.413 2.390 0.174
O -1.313 -0.026 1.568
O 0.826 -2.944 -0.613
H -0.186 -0.145 -0.355
H 0.242 -0.083 -0.482
H -0.181 -0.378 -0.603
H 0.558 0.379 0.164
H -0.821 0.027 -0.529
H 0.254 -0.097 0.460
C -0.432 1.450 -1.012
O 0.650 1.789 -0.826
H -0.111 -1.014 -0.055
H -0.450 -0.806 0.498
C 0.071 0.326 1.625
H -0.223 0.449 0.176
H 0.255 -0.080 -0.027
H -0.194 -0.244 0.003
H -0.433 0.164 0.094
H 0.120 0.373 -0.092
H -0.131 -0.185 0.460
H -0.160 0.152 -0.637
C -0.723 1.489 0.034
O -0.513 -1.456 0.480
C 0.996 -1.856 0.844
H -0.046 -0.021 -0.111
H -0.010 -0.338 0.173
C -1.421 -1.347 -0.393
C 0.393 -0.011 0.387
C 0.635 0.662 1.681
H 0.194 0.165 -0.073
P -0.166 1.549 -1.819
O -1.879 -0.277 2.276
H 0.175 0.383 -0.784
H 0.610 0.403 0.862
H -0.444 -0.164 0.078
H 0.442 0.122 -0.361
H -0.082 0.584 0.275
O 0.438 -0.226 0.426
O 2.768 1.458 1.713
H 0.030 -0.030 -0.284
O -0.630 0.698 -0.809

Properties
**Lowest unoccupied orbital energy (spin up / spin down)**: 2.33 / 2.33 eV
**Largest force on an atom**: 3.6 eV Å⁻¹
**Spin multiplicity**: 2
**Net charge**: -1

***

Entry from OMol25: a cluster of 7 separate species, C18H51NO14 in total in a non-equilibrium geometry (ωB97M-V/def2-TZVPD).

Last column: Löwdin charge in e.
Cartesian coordinates (Å):
H  -2.001  4.801  3.993  0.1223
H  4.346  0.181  -2.684  0.1616
H  0.077  -2.165  -3.770  0.1350
C  -2.002  -2.180  -0.611  -0.1826
C  1.636  -2.655  0.326  -0.1648
C  3.297  1.263  1.219  -0.2261
C  -4.653  -4.493  -0.976  -0.0683
C  0.528  -1.142  -3.648  -0.2202
O  -0.593  3.007  -0.236  -0.0921
H  0.941  -1.459  -6.640  0.1310
O  -2.630  -1.007  2.434  -0.0249
C  3.970  -3.174  0.200  -0.1368
H  -1.467  6.639  1.748  0.1244
H  2.080  0.013  -4.656  0.0997
H  -5.516  -4.280  -0.267  0.1068
C  -1.426  -1.007  3.098  -0.2404
H  -1.563  -2.771  4.508  0.1169
O  1.628  -1.369  -2.755  -0.1146
C  -1.619  1.196  0.120  -0.2725
O  4.223  0.399  0.619  -0.0635
H  -1.489  -0.386  4.017  0.1266
H  1.064  2.607  1.762  0.0734
N  -0.762  -1.947  0.142  -0.0234
C  1.168  -0.536  -4.892  -0.2872
H  4.016  -2.133  0.525  0.0676
H  -2.779  3.000  -0.574  0.1224
H  -4.996  -4.738  -1.933  0.0592
O  1.178  1.736  2.167  -0.0922
H  4.000  2.222  -2.078  0.1252
H  0.101  -3.156  -1.215  0.1083
C  1.846  0.715  1.362  -0.1982
H  -3.066  -3.368  0.682  0.1077
C  3.165  1.772  -2.616  -0.1417
O  2.689  -3.550  -0.103  -0.1608
O  -3.791  -3.347  -1.107  -0.1528
C  -1.956  2.691  0.068  -0.1390
H  -1.022  -0.297  -0.855  0.0200
H  -2.686  -1.435  -0.220  0.1164
H  3.553  1.577  2.232  0.1248
H  -4.149  -5.420  -0.592  0.0990
O  3.436  0.374  -2.295  -0.1229
H  -3.015  5.022  2.585  0.1159
H  2.270  -0.598  -2.608  0.0276
C  -2.375  5.552  3.291  -0.2990
H  -0.629  4.646  1.211  0.0446
O  -0.837  -3.374  2.642  -0.0602
H  3.287  2.134  0.546  0.1177
O  -0.518  4.711  2.153  -0.0708
C  0.187  -2.999  -0.156  -0.1831
O  -1.284  0.585  -1.102  -0.0623
H  1.818  -0.336  1.760  0.1182
H  3.843  0.069  -0.178  0.0263
H  -0.816  -4.212  3.023  0.0725
H  4.810  -3.335  -0.382  0.0576
H  0.965  4.023  -2.561  0.1119
H  -2.193  -4.331  -0.535  0.1284
H  0.042  -4.000  0.222  0.1063
O  -2.842  6.707  3.863  -0.0113
H  -0.817  0.945  0.845  0.1061
C  -1.106  5.963  2.511  -0.2119
H  -0.248  -0.453  -3.299  0.0915
H  -0.965  -2.081  1.141  0.0618
H  -0.596  -0.553  2.490  0.1096
H  1.174  1.554  -1.589  0.0630
H  -3.235  -1.470  2.949  0.0689
C  -0.972  -2.430  3.658  -0.2088
H  0.615  0.344  -5.231  0.1109
H  -2.464  0.766  0.614  0.0924
H  1.307  0.619  0.451  0.0713
C  -2.746  -3.431  -0.305  -0.3183
H  0.082  -2.308  3.976  0.1228
O  1.497  -1.552  -5.795  -0.0654
H  -0.475  6.410  3.272  0.1198
H  -3.700  6.439  4.037  0.0522
H  1.047  1.846  -3.258  0.1180
H  4.200  -3.749  1.162  0.1095
H  1.894  -1.683  0.049  0.0602
H  1.612  -2.593  1.402  0.1058
H  -0.250  2.306  -0.741  -0.0004
H  3.365  2.069  -3.583  0.0844
H  -2.174  3.067  1.071  0.1085
H  -1.834  -2.106  -1.664  0.1228
C  1.623  2.106  -2.363  -0.1599
O  1.675  3.535  -2.073  -0.0787

Force components x, y, z for each atom (eV/Å):
H -0.349 0.016 0.400
H -1.782 0.051 0.784
H 0.345 1.120 -0.459
C 0.386 0.581 1.979
C -0.060 -0.940 -0.424
C -1.297 0.068 -0.963
C -0.008 0.355 1.971
C 1.560 -0.045 0.498
O -0.328 5.026 0.144
H 1.278 -0.239 1.991
O 0.806 1.048 -2.186
C -0.555 0.525 5.230
H 0.739 0.098 -0.652
H 0.462 -0.509 0.626
H 0.925 -0.130 -0.850
C 2.067 -0.681 2.128
H -0.350 0.022 -0.093
O -0.357 0.198 1.020
C -2.427 -1.342 2.328
O 0.986 -0.540 1.503
H 0.148 -0.074 -0.353
H 0.169 -0.485 -0.574
N 0.155 -0.952 0.816
C -0.458 0.457 0.205
H 0.028 0.258 -0.150
H 0.451 0.030 -0.741
H -0.848 -0.192 -1.423
O -0.093 -1.652 0.764
H -1.086 1.240 0.845
H 0.762 0.152 -0.801
C 0.750 1.542 0.715
H -0.168 -0.414 2.397
C -0.878 -1.076 2.547
O -2.474 -0.507 -1.735
O -4.284 -1.557 -2.435
C 2.691 -2.564 0.508
H 0.676 -0.919 0.280
H -0.169 0.593 -0.665
H 0.592 -0.246 -0.220
H 0.024 0.970 -0.183
O 1.787 0.204 -1.474
H -0.658 0.270 -0.014
H -1.409 -1.205 -0.651
C 3.144 -0.865 -1.265
H 0.357 -0.560 -0.747
O -1.004 1.139 -1.659
H -0.490 0.371 0.563
O 0.212 0.904 -0.597
C 2.324 -0.390 -0.684
O -0.467 1.840 -0.787
H -0.035 1.355 0.652
H -0.444 -0.250 -1.101
H 0.107 -2.253 0.778
H 0.836 -0.791 -2.406
H 0.816 -0.868 0.767
H 0.563 -0.523 0.365
H -0.886 -0.314 0.743
O 0.650 0.856 0.012
H -0.264 1.032 -0.250
C -1.224 -1.665 2.051
H 0.069 -0.029 0.579
H -0.222 0.450 -0.851
H -1.053 -0.530 0.280
H -0.160 -0.761 1.332
H -1.820 -1.209 1.308
C 1.600 1.982 -0.239
H -0.885 -0.539 -0.961
H -1.074 -1.243 -0.151
H -0.235 0.018 -1.297
C 2.758 0.057 -0.044
H -0.539 0.598 0.741
O -1.201 0.186 -3.054
H 0.292 0.594 -0.385
H -2.978 0.308 1.152
H 0.210 0.330 -0.053
H 0.275 0.673 -0.762
H 0.346 1.708 -1.065
H -0.027 -0.450 0.883
H 0.574 -1.124 -1.184
H 0.301 -0.124 -2.630
H 0.116 -0.202 -0.012
H 0.125 0.263 -0.701
C 2.750 1.826 -0.908
O -1.161 -0.358 -1.044

Properties
**Lowest unoccupied orbital energy**: 0.34 eV
**Energy above the lowest of the compared OMol25 structures with the same formula, charge and spin**: 533.6 kJ/mol
**Largest force on an atom**: 5.3 eV Å⁻¹
**SMILES**: COCCNCCOC.OCCO.OCCO.OCCO.OCCO.OCCO.OCCO
**Spin multiplicity**: 1
**Net charge**: 0

***

Entry from OMol25: a cluster of 10 separate species, C18H51NO9S5 in total in a non-equilibrium geometry (ωB97M-V/def2-TZVPD).

Last column: Löwdin charge in e.
Cartesian coordinates (Å):
H  -2.034  -3.095  2.769  0.0537
N  -0.303  1.751  5.143  0.0205
H  -4.493  -4.801  -3.072  0.0539
H  -3.404  -2.187  0.613  0.0405
C  -3.094  -2.593  -0.350  -0.2472
H  1.692  -3.801  0.363  0.0258
H  -3.164  -5.163  -1.892  0.0623
H  1.656  -0.774  -0.745  0.0742
O  2.314  2.835  -2.792  -0.1419
H  1.125  0.959  -0.901  0.0637
H  -0.043  -0.387  -0.748  0.0537
H  1.485  -4.919  4.107  0.0493
H  5.924  2.014  -0.391  0.0584
H  0.511  1.528  5.698  0.1443
H  2.845  1.729  2.547  0.0390
C  -1.749  1.584  3.418  -0.1496
H  -1.424  1.976  -3.466  0.0375
O  -3.039  3.035  -1.458  -0.6004
H  -2.737  4.598  1.715  0.0392
C  -2.716  -1.319  -4.415  -0.2822
H  -3.372  3.041  1.435  0.0297
H  0.737  -3.686  5.147  0.0547
H  2.817  3.528  -2.359  0.0823
H  -1.278  -1.495  2.282  0.0416
S  0.404  -3.192  2.649  0.8572
H  -3.181  3.021  3.995  0.0895
O  0.267  -3.736  -1.207  -0.1294
O  -5.476  -3.995  -0.404  -0.5847
O  0.954  0.106  1.006  -0.1601
H  2.376  -3.594  -1.242  0.0813
H  4.819  0.589  -3.229  0.0841
S  4.863  0.774  1.526  0.8279
H  -2.779  -2.120  -5.152  0.0518
H  4.217  2.122  -0.369  0.0205
C  1.564  -4.064  -0.687  -0.1492
H  1.077  -0.749  1.424  -0.0140
O  -2.996  0.873  -5.784  -0.5681
H  -0.867  2.791  1.032  0.0311
H  -0.185  -4.874  4.259  0.0456
O  6.196  0.528  2.212  -0.5750
C  -3.346  4.042  1.003  -0.2582
H  -3.667  -1.023  -3.974  0.0597
C  1.671  3.471  -3.904  -0.1171
H  -3.027  -3.771  -2.928  0.0135
C  -0.927  3.005  -0.035  -0.2224
H  -1.395  -2.009  3.910  0.0528
C  5.081  2.093  0.295  -0.2783
C  -1.632  0.910  -3.377  -0.2485
H  2.334  3.715  -4.734  0.0873
C  -1.215  -2.388  2.904  -0.2400
H  0.408  -3.043  -1.856  0.0615
H  1.034  4.304  -3.610  0.0833
H  -0.917  0.439  -2.703  0.0290
H  -1.375  3.272  6.240  0.0948
H  -2.457  -3.454  -0.145  0.0386
C  0.935  -0.013  -0.446  -0.1164
C  -3.747  -4.390  -2.392  -0.2563
S  -1.858  0.156  -5.072  0.8376
H  -2.484  -1.865  -0.884  0.0320
H  -1.117  2.023  -0.468  0.0296
H  5.089  3.095  0.722  0.0443
S  -2.368  4.075  -0.576  0.8748
C  -1.407  2.594  5.399  -0.1007
H  -2.196  1.292  2.479  0.0887
H  0.950  2.734  -4.258  0.0717
H  -4.325  4.520  1.032  0.0534
C  3.914  1.768  2.753  -0.2383
H  2.615  0.967  -3.294  0.0198
C  0.669  -4.200  4.189  -0.2288
O  1.432  -2.127  2.509  -0.5486
H  0.003  3.377  -0.466  0.0361
H  3.950  0.110  -1.704  0.0507
C  -0.554  1.131  3.940  -0.1417
H  4.454  -1.122  -2.810  0.0820
O  2.932  0.085  -3.503  -0.1304
H  -2.088  -1.789  -3.658  0.0220
C  -2.271  2.521  4.291  -0.1179
S  -4.572  -3.163  -1.328  0.8379
H  4.079  1.201  3.669  0.0420
H  4.497  2.673  2.924  0.0517
H  0.206  0.430  3.628  0.0948
C  4.105  -0.091  -2.764  -0.1710
H  -2.637  0.748  -2.989  0.0359
H  1.717  -5.143  -0.688  0.0778

Force components x, y, z for each atom (eV/Å):
H 0.216 -0.105 -0.600
N -2.360 0.520 -1.002
H 0.058 0.080 0.146
H -0.411 0.084 -0.271
C 0.038 -0.833 -0.111
H -0.302 0.460 -0.033
H -0.405 0.053 0.404
H 0.278 0.258 -0.290
O 0.030 0.673 -0.211
H 0.138 -0.126 0.100
H -0.238 0.135 -0.223
H 0.408 0.583 -0.536
H 0.264 -0.596 0.494
H -0.434 0.367 0.135
H 0.117 0.717 -0.261
C 1.325 -1.121 -0.612
H -0.139 -0.134 -0.128
O 0.064 1.416 0.047
H 0.176 0.255 0.074
C 1.050 -0.467 0.287
H -0.210 -0.178 -0.539
H 0.081 0.452 -0.278
H 0.242 -0.156 0.243
H 0.162 -0.383 -0.478
S -0.440 -1.278 -0.103
H 0.009 0.388 0.884
O 0.511 0.039 0.242
O 1.389 1.410 -1.019
O -0.191 1.236 -1.280
H -0.093 0.000 -0.142
H 0.734 -0.137 0.570
S 1.152 0.068 0.845
H -0.436 0.487 -0.429
H -0.365 -0.417 0.094
C 0.195 -0.362 0.298
H 0.271 -0.594 0.042
O 1.512 -0.308 0.967
H 0.186 0.639 0.139
H -0.438 0.215 -0.171
O -1.226 0.383 -0.826
C 1.265 0.268 0.654
H -0.013 0.037 -0.289
C -1.061 -0.884 -0.143
H 0.022 -0.143 -0.447
C -0.243 0.150 0.260
H 0.530 0.016 0.290
C -0.531 0.955 -0.531
C -1.051 -0.161 -0.656
H 0.177 0.130 0.232
C -0.101 0.074 1.376
H -0.121 0.032 -0.027
H 0.396 0.333 0.149
H 0.206 -0.279 -0.497
H -0.198 -0.166 -0.028
H -0.026 -0.118 -0.027
C -0.119 -0.777 1.627
C 0.518 0.949 0.002
S -1.340 0.038 -0.089
H -0.292 0.097 -0.216
H -0.385 0.254 -0.346
H 0.337 -0.111 0.430
S -0.828 -2.850 0.293
C 0.564 0.134 -0.777
H 0.158 -0.129 0.037
H 0.132 -0.099 -0.264
H 0.072 -0.147 -0.812
C 0.904 -1.169 0.085
H -0.089 0.290 0.008
C -0.758 0.001 0.090
O 0.193 0.358 0.523
H -0.027 0.197 0.263
H 0.130 0.281 0.165
C 0.755 -0.254 0.388
H -0.067 0.022 -0.375
O -1.029 -0.719 -0.219
H 0.156 0.274 0.388
C 0.532 0.289 1.452
S -0.832 -1.583 1.540
H -0.078 -0.303 -0.029
H -0.693 0.414 -0.354
H -0.308 -0.087 -0.500
C 0.310 0.208 -0.077
H 0.064 0.553 0.407
H -0.154 -0.097 -0.422

Properties
**Lowest unoccupied orbital energy**: 0.08 eV
**Energy above the lowest of the compared OMol25 structures with the same formula, charge and spin**: 147.1 kJ/mol
**Largest force on an atom**: 3.0 eV Å⁻¹
**Spin multiplicity**: 1
**Net charge**: 0

***

What is the formula in the first record? C18H51CuN3O10P

***

The lowest largest force on an atom belongs to which entry? C18H51NO9S5